Computed, not measured: C4H10N2O in the gas phase at a distorted geometry, with ωB97M-V/def2-TZVPD.

XYZ file:
```
17
Properties=species:S:1:pos:R:3:mulliken_charge:R:1
C 1.6250 -0.5268 -1.0743 -1.11
C 1.6220 -0.4854 0.4823 -0.42
C 0.5882 0.5151 1.1706 -0.62
N -0.7304 0.2203 0.6834 -0.16
C -1.5050 0.6965 -0.3250 0.56
N -2.7664 0.0852 -0.2641 -0.56
O -1.1156 1.6896 -1.0020 -0.63
H 0.6807 -1.0042 -1.2876 0.26
H 2.4524 -0.9640 -1.6405 0.31
H 1.4114 0.4230 -1.4518 0.34
H 1.1159 -1.4269 0.7029 0.27
H 2.6253 -0.3180 0.8961 0.36
H 0.8670 1.5347 0.7178 0.31
H 0.5484 0.2628 2.2959 0.31
H -1.3200 -0.2720 1.3791 0.27
H -2.6981 -0.9193 -0.3025 0.25
H -3.4009 0.4895 -0.9803 0.27
```

Results
ΔE to the lowest compared entry with this formula, charge and spin (eV): 1.4504
HOMO (eV): -9.32
Energy (eV): -9337.53711